# 1
Entry from the OMol25 dataset: a molecular structure, C42H34AuGeNO2Se (ωB97M-V/def2-TZVPD).

Each line ends with the Mulliken charge.
CARTESIAN COORDINATES (ANGSTROEM)
1 Au -1.890 -0.680 -0.056  0.5589
2 C -4.913 -3.633 -1.018  -0.6219
3 C -5.954 -2.841 -1.483  -0.7180
4 C -5.805 -1.465 -1.540  -0.6776
5 C -4.607 -0.881 -1.133  -0.3319
6 C -3.556 -1.677 -0.663  0.0013
7 C -3.717 -3.055 -0.605  -0.3424
8 C -4.385 0.582 -1.142  1.4659
9 C -5.292 1.506 -1.720  -0.7925
10 C -5.000 2.833 -1.695  -0.7605
11 C -3.808 3.290 -1.087  1.2984
12 C -3.451 4.658 -1.020  -0.9173
13 C -2.287 5.036 -0.418  -0.5998
14 C -1.430 4.061 0.141  -0.8407
15 C -1.744 2.733 0.089  -0.8159
16 C -2.947 2.325 -0.532  0.3313
17 N -3.269 0.999 -0.580  -0.1751
18 H -5.037 -4.708 -0.968  0.4106
19 H -6.886 -3.295 -1.793  0.4010
20 H -6.629 -0.857 -1.889  0.3389
21 H -2.915 -3.678 -0.229  0.5424
22 H -6.192 1.147 -2.195  0.3144
23 H -5.673 3.553 -2.144  0.4426
24 H -4.119 5.394 -1.450  0.3977
25 H -2.018 6.082 -0.361  0.3923
26 H -0.511 4.370 0.621  0.5082
27 H -1.083 1.986 0.512  0.4338
28 O -0.422 -2.101 0.989  -0.6629
29 C 0.412 -1.155 1.051  0.9373
30 O 0.105 -0.002 0.609  -0.0133
31 C 1.785 -1.371 1.623  -0.7609
32 C 2.783 -0.332 1.123  -1.3149
33 Ge 3.213 -0.345 -0.794  1.9052
34 C 4.606 -1.692 -1.038  -0.0822
35 C 5.917 -1.455 -0.620  -0.1370
36 C 6.889 -2.441 -0.714  -0.7323
37 C 6.564 -3.690 -1.222  -0.4492
38 C 5.265 -3.946 -1.636  -0.6761
39 C 4.297 -2.954 -1.547  -0.2487
40 C 3.876 1.445 -1.183  -0.3170
41 C 5.064 1.717 -1.856  -0.3653
42 C 5.454 3.026 -2.116  -0.6299
43 C 4.652 4.082 -1.714  -0.4665
44 C 3.456 3.828 -1.055  -0.6409
45 C 3.075 2.521 -0.791  -0.1420
46 C 1.744 -0.689 -2.037  0.3054
47 C 1.490 0.232 -3.053  -0.4240
48 C 0.451 0.037 -3.954  -0.8514
49 C -0.353 -1.088 -3.858  -0.5154
50 C -0.106 -2.023 -2.862  -1.0162
51 C 0.934 -1.825 -1.967  0.1808
52 H 2.098 -2.395 1.413  0.3566
53 H 1.661 -1.301 2.710  0.3515
54 H 3.753 -0.464 1.608  0.5826
55 H 2.420 0.662 1.381  0.4695
56 H 6.189 -0.490 -0.207  0.4277
57 H 7.901 -2.234 -0.389  0.3999
58 H 7.320 -4.460 -1.298  0.3751
59 H 5.006 -4.918 -2.036  0.4039
60 H 3.297 -3.167 -1.903  0.2426
61 H 5.696 0.903 -2.193  0.4192
62 H 6.383 3.219 -2.637  0.3953
63 H 4.955 5.101 -1.916  0.3763
64 H 2.822 4.650 -0.748  0.4108
65 H 2.134 2.337 -0.283  0.2980
66 H 2.095 1.128 -3.137  0.3457
67 H 0.266 0.770 -4.729  0.4288
68 H -1.168 -1.238 -4.555  0.4197
69 H -0.729 -2.904 -2.775  0.4278
70 H 1.084 -2.566 -1.191  0.2599
71 Se -1.908 0.188 3.239  -0.4234
72 C -2.219 -0.224 5.042  0.2884
73 C -1.144 -0.475 5.903  -0.3157
74 C -1.371 -0.776 7.234  -0.5209
75 C -2.671 -0.835 7.722  -0.4194
76 C -3.746 -0.589 6.876  -0.5024
77 C -3.524 -0.284 5.545  -0.3647
78 H -0.136 -0.430 5.514  0.3187
79 H -0.535 -0.968 7.893  0.3623
80 H -2.847 -1.073 8.763  0.3470
81 H -4.757 -0.636 7.257  0.3521
82 H -4.355 -0.093 4.879  0.3601

Results
2S+1   1
E_LUMO (spin up / spin down)   -2.312 / -2.315 eV
Total charge   0



# 2
Entry from the OMol25 dataset: a molecular structure, C19H21FeIN3O2 (ωB97M-V/def2-TZVPD).

Each line ends with the Löwdin spin population.
CARTESIAN COORDINATES (ANGSTROEM)
1 Fe 0.058 -0.425 -0.695  0.7116
2 C 1.886 3.341 -2.316  0.0040
3 C 2.775 2.384 -1.590  0.0343
4 N 4.072 2.627 -1.550  -0.0082
5 C 4.862 1.768 -0.889  0.0413
6 C 4.445 0.645 -0.200  -0.0063
7 C 5.427 -0.235 0.531  -0.0019
8 O 5.179 -1.615 0.268  -0.0013
9 C 3.071 0.360 -0.231  0.0261
10 C 2.543 -0.748 0.509  -0.0128
11 N 1.333 -1.210 0.410  0.0077
12 C 0.942 -2.348 1.182  0.0007
13 C 1.839 -3.375 1.449  0.0021
14 C 1.434 -4.449 2.227  -0.0006
15 C 0.139 -4.514 2.719  0.0035
16 C -0.777 -3.511 2.426  0.0009
17 C -0.364 -2.441 1.657  0.0064
18 I -1.738 -0.923 1.159  0.0335
19 C 2.232 1.237 -0.956  0.0223
20 O 0.926 1.048 -1.013  0.1105
21 H 2.479 4.189 -2.646  0.0000
22 H 1.069 3.685 -1.682  0.0015
23 H 1.434 2.865 -3.189  0.0016
24 H 5.922 2.001 -0.915  0.0018
25 H 5.337 -0.078 1.610  -0.0007
26 H 6.443 0.049 0.258  -0.0001
27 H 5.878 -1.967 -0.292  0.0000
28 H 3.195 -1.229 1.230  -0.0012
29 H 2.842 -3.344 1.042  0.0000
30 H 2.134 -5.245 2.439  -0.0001
31 H -0.171 -5.354 3.325  0.0002
32 H -1.790 -3.571 2.797  0.0006
33 C -1.272 -2.259 -5.345  0.0003
34 C -0.215 -2.927 -4.445  0.0022
35 C 1.168 -2.929 -5.118  0.0018
36 C -0.644 -4.349 -4.044  0.0011
37 C -0.115 -2.126 -3.225  0.0178
38 N -0.046 -1.482 -2.276  -0.0013
39 H -1.348 -2.847 -6.259  0.0000
40 H -0.985 -1.244 -5.615  0.0000
41 H -2.251 -2.242 -4.867  0.0000
42 H 1.094 -3.525 -6.027  0.0003
43 H 1.925 -3.380 -4.477  0.0000
44 H 1.479 -1.923 -5.396  0.0000
45 H -0.720 -4.941 -4.955  0.0002
46 H -1.617 -4.350 -3.555  0.0000
47 H 0.090 -4.820 -3.392  0.0000

Results
2S+1   2
E_LUMO (spin up / spin down)   -8.424 / -9.006 eV
Total charge   +2
Expectation value of S²   0.90



# 3
Entry from the OMol25 dataset: 2 unconnected molecules or ions with the total composition C3H11NP (ωB97M-V/def2-TZVPD).

Each line ends with the Mulliken charge.
CARTESIAN COORDINATES (ANGSTROEM)
1 C 0.317 -1.478 -0.717  -1.0066
2 C -1.321 0.336 -1.082  -0.7947
3 C 1.269 1.219 0.931  -0.3479
4 N -0.011 -0.156 -1.088  -0.1064
5 P 0.106 0.508 1.899  -0.1132
6 H 0.040 -1.611 0.310  0.3788
7 H -0.397 -2.021 -1.241  0.4227
8 H 1.304 -1.858 -1.184  0.2738
9 H -1.654 1.220 -1.618  0.3606
10 H -2.103 -0.316 -1.426  0.3472
11 H -1.713 0.261 -0.038  0.1612
12 H 1.118 2.066 0.424  0.3839
13 H 2.037 0.607 0.752  0.3657
14 H 0.666 0.226 -1.737  0.2921
15 H 0.843 -0.385 2.772  0.1714
16 H -0.502 1.383 3.042  0.2113

Results
2S+1   1
E_LUMO (spin up / spin down)   -6.377 / -6.376 eV
Total charge   +1



# 4
Entry from the OMol25 dataset: a molecular structure, C20H41N2OP2SSn (ωB97M-V/def2-TZVPD).

Each line ends with the Mulliken charge.
CARTESIAN COORDINATES (ANGSTROEM)
1 Sn 0.223 -0.606 -0.358  0.9474
2 P 1.779 -0.556 1.766  0.7955
3 P -1.189 0.826 -2.111  0.7511
4 N 1.824 1.131 -0.989  -0.0364
5 C 3.094 0.532 1.137  -0.9671
6 H 3.524 1.017 2.029  0.3720
7 H 3.848 -0.130 0.719  0.5756
8 C 2.642 1.582 0.116  -1.1917
9 H 2.257 2.492 0.678  0.4379
10 H 3.526 1.989 -0.397  0.5555
11 C 1.247 2.221 -1.707  -1.1602
12 H 2.109 2.644 -2.255  0.5436
13 H 0.911 3.120 -1.092  0.4278
14 C 0.137 1.904 -2.727  -0.9577
15 H 0.536 1.398 -3.603  0.5816
16 H -0.373 2.823 -3.065  0.3753
17 C -2.637 1.895 -1.715  0.4401
18 C -3.619 1.237 -0.738  -1.1036
19 H -4.433 1.956 -0.561  0.4940
20 H -3.154 1.008 0.230  0.1050
21 H -4.059 0.322 -1.155  0.2434
22 C -1.621 -0.442 -3.398  0.5645
23 C -2.858 -1.248 -3.022  -1.3445
24 H -2.969 -2.059 -3.768  0.5049
25 H -3.800 -0.653 -3.054  0.2685
26 H -2.777 -1.734 -2.029  0.1177
27 C 2.389 -2.306 1.817  0.5553
28 C 1.407 -3.237 2.516  -1.3572
29 H 1.776 -4.273 2.389  0.5050
30 H 0.390 -3.203 2.075  0.1317
31 H 1.328 -3.057 3.612  0.2714
32 C 1.322 0.047 3.444  0.4470
33 C -0.069 -0.420 3.887  -1.1071
34 H -0.253 -0.002 4.888  0.5000
35 H -0.129 -1.514 3.961  0.2452
36 H -0.861 -0.057 3.219  0.1058
37 C -0.920 1.286 1.182  -0.0667
38 O -0.976 2.370 1.607  -0.2271
39 C -1.714 0.162 -4.791  -1.3627
40 H -2.583 0.839 -4.911  0.2591
41 H -0.797 0.703 -5.082  0.3606
42 H -1.841 -0.676 -5.500  0.4570
43 C 3.798 -2.415 2.381  -1.3640
44 H 4.119 -3.464 2.255  0.4567
45 H 4.523 -1.784 1.841  0.3608
46 H 3.854 -2.176 3.461  0.2574
47 C 2.395 -0.266 4.490  -1.6109
48 H 2.122 0.298 5.394  0.5006
49 H 2.434 -1.332 4.758  0.2927
50 H 3.389 0.075 4.171  0.3781
51 C -3.336 2.416 -2.973  -1.5985
52 H -3.909 1.635 -3.497  0.2909
53 H -4.043 3.187 -2.634  0.4998
54 H -2.627 2.890 -3.666  0.3783
55 H -2.205 2.769 -1.194  0.4945
56 H 1.274 1.146 3.348  0.5025
57 H -0.775 -1.128 -3.372  0.3774
58 H 2.414 -2.597 0.768  0.3784
59 H 1.880 -0.002 -1.383  0.4106
60 H 1.072 -1.332 -1.226  -0.0830
61 S -2.453 -4.561 0.223  0.0026
62 C -3.281 -3.489 1.275  -0.3111
63 C -2.660 -2.230 1.260  -0.8368
64 N -1.545 -2.145 0.418  0.4826
65 C -1.350 -3.375 -0.198  -0.3125
66 H -4.152 -3.729 1.869  0.4525
67 H -2.955 -1.316 1.833  0.2971
68 H -0.516 -3.517 -0.905  0.2459

Results
2S+1   1
E_LUMO   -10.200 eV
Total charge   +3



E values, unit Ha, following the record order: -6440.0858, -2612.1524, -516.5795, -2265.5069.